# 1
Entry from the OMol25 dataset: a molecular structure, C13H25B4F7O9Si at a distorted geometry (the ωB97M-V functional and the def2-TZVPD basis).

The calculation puts the total energy at -61929.5891 eV. Its LUMO energy is -0.3 eV.

The geometry in XYZ format:
```
59
C13H25B4F7O9Si, DFT the ωB97M-V functional and the def2-TZVPD basis
C -2.563 1.414 2.313
Si -1.756 -0.305 2.384
C -2.978 -1.742 2.017
C -1.122 -0.628 4.175
B -0.198 -0.544 1.222
O 0.485 0.461 0.486
B 1.761 0.050 0.026
C 2.419 0.717 -1.288
C 1.779 2.082 -1.689
F 2.725 3.081 -1.377
O 2.541 -0.974 0.647
B 1.712 -1.684 1.575
B 2.211 -2.206 3.081
O 2.179 -3.528 3.542
O 2.670 -1.228 4.004
O 0.359 -1.870 1.125
H -1.912 2.213 2.727
H -2.884 1.677 1.283
H -3.495 1.371 2.923
H -2.354 -2.545 1.559
H -3.808 -1.434 1.354
H -3.410 -2.146 2.961
H -0.858 -1.709 4.264
H -1.948 -0.468 4.903
H -0.231 -0.014 4.419
H 2.433 -0.007 -2.132
H 3.482 0.911 -1.011
H 0.848 2.331 -1.155
H 1.645 2.095 -2.791
H 2.108 -4.128 2.798
H 2.428 -0.381 3.623
C -3.415 -7.426 0.642
C -4.892 -7.363 0.311
O -5.531 -6.287 1.016
C -5.384 -5.077 0.480
O -4.773 -4.840 -0.516
C -6.147 -4.042 1.300
F -5.939 -4.186 2.612
F -7.465 -4.140 1.106
F -5.796 -2.800 0.987
H -3.267 -7.494 1.721
H -2.952 -8.292 0.166
H -2.897 -6.528 0.303
H -5.383 -8.279 0.638
H -5.061 -7.271 -0.763
C 4.129 6.709 -2.125
C 4.401 5.643 -3.166
O 4.201 6.159 -4.494
C 5.207 6.872 -4.996
O 6.232 7.103 -4.431
C 4.879 7.315 -6.418
F 3.639 7.804 -6.517
F 4.966 6.293 -7.276
F 5.706 8.262 -6.849
H 3.131 7.129 -2.260
H 4.205 6.291 -1.121
H 4.839 7.533 -2.211
H 3.695 4.822 -3.044
H 5.404 5.225 -3.064
```

# 2
Entry from the OMol25 dataset: a single C13H25BN2O4 molecule at a distorted geometry (the ωB97M-V functional and the def2-TZVPD basis).

The calculation puts the total energy at -25736.0790 eV. Its LUMO energy is 0.2 eV. The relative energy (zero: lowest compared OMol25 entry of this formula, charge and spin) is 1.345 eV.

The geometry in XYZ format:
```
45
C13H25BN2O4, DFT the ωB97M-V functional and the def2-TZVPD basis
C -3.334 -2.633 -1.050
N -2.440 -3.290 -0.097
C -1.117 -2.755 0.215
C -0.169 -2.730 -1.046
C -0.281 -1.314 -1.600
C 1.006 -0.691 -2.205
C 1.425 0.574 -1.370
N 2.841 0.470 -0.927
C 1.255 1.888 -2.162
O 1.964 2.790 -1.890
O 0.359 1.977 -3.213
C 0.476 0.533 -0.116
C 0.044 1.915 0.366
C 1.123 2.743 1.119
C 1.750 2.076 2.347
B 0.561 1.524 3.286
O 0.006 2.457 4.114
O 0.148 0.195 3.340
C -0.738 -0.365 -0.468
C -1.209 -1.288 0.702
H -3.773 -1.776 -0.560
H -4.138 -3.292 -1.417
H -2.768 -2.233 -1.852
H -2.921 -3.632 0.736
H -0.622 -3.363 1.003
H -0.485 -3.503 -1.746
H 0.861 -2.959 -0.831
H -1.069 -1.308 -2.366
H 1.771 -1.467 -2.286
H 0.814 -0.396 -3.245
H 3.459 0.756 -1.668
H 3.028 1.168 -0.222
H 0.442 2.860 -3.626
H 1.014 -0.011 0.675
H -0.388 2.474 -0.467
H -0.746 1.751 1.109
H 1.894 3.009 0.409
H 0.648 3.668 1.488
H 2.426 2.763 2.861
H 2.400 1.233 2.055
H -0.608 2.212 4.824
H -0.575 -0.103 3.960
H -1.571 0.299 -0.814
H -0.544 -1.200 1.581
H -2.219 -1.025 1.051
```

# 3
Entry from the OMol25 dataset: 4 unconnected molecules or ions with the total composition C13H25Br2N5O2P at a distorted geometry (the ωB97M-V functional and the def2-TZVPD basis).

The calculation puts the total energy at -174797.4275 eV. Its LUMO energy is 2.4 eV. The relative energy (zero: lowest compared OMol25 entry of this formula, charge and spin) is 7.120 eV. As for the charge: -1.

The geometry in XYZ format:
```
48
C13H25Br2N5O2P, DFT the ωB97M-V functional and the def2-TZVPD basis
C 2.783 -1.719 -1.272
N 1.374 -1.543 -1.805
C 1.130 -0.149 -2.353
P -0.066 0.911 -1.295
N -1.198 1.877 -0.254
C -1.011 -0.588 -0.486
Br -0.422 -1.353 1.316
C -2.217 -1.183 -1.191
C -3.067 -2.435 -0.480
Br -2.812 -0.429 -2.994
O 1.123 0.739 0.013
C 2.187 1.755 0.082
C 1.792 2.891 -1.032
O 0.574 2.498 -1.771
H 3.246 -0.743 -0.804
H 2.832 -2.541 -0.407
H 3.512 -2.100 -2.129
H 1.292 -2.214 -2.622
H 0.774 -0.279 -3.468
H 2.183 0.412 -2.364
H -1.030 1.211 -2.310
H -0.846 2.851 -0.125
H -1.306 1.370 0.654
H -4.206 -2.114 -0.321
H -2.625 -2.552 0.591
H -2.964 -3.447 -1.085
H 2.391 2.325 1.088
H 3.286 1.464 -0.251
H 1.530 3.988 -0.687
H 2.606 2.890 -1.894
C -3.765 -7.207 -0.880
C -4.741 -6.062 -1.097
N -5.551 -5.112 -1.276
H -2.784 -6.942 -1.284
H -3.666 -7.416 0.189
H -4.127 -8.106 -1.387
C -1.673 6.063 2.060
C -1.323 4.585 2.029
N -1.032 3.358 2.004
H -2.154 6.352 1.121
H -2.357 6.267 2.888
H -0.766 6.659 2.193
C 3.677 0.760 4.309
C 4.170 1.338 2.992
N 4.578 1.818 1.900
H 3.249 1.553 4.928
H 2.911 0.003 4.120
H 4.509 0.298 4.847
```

# 4
Entry from the OMol25 dataset: a molecular structure, C13H25Cl2CsN3O3V at a distorted geometry (the ωB97M-V functional and the def2-TZVPD basis).

The calculation puts the total energy at -75761.1399 eV. Its LUMO energy (spin up / spin down) is -11.2 / -11.2 eV. The relative energy (zero: lowest compared OMol25 entry of this formula, charge and spin) is 2.515 eV. As for the charge: +2.

The geometry in XYZ format:
```
48
C13H25Cl2CsN3O3V, DFT the ωB97M-V functional and the def2-TZVPD basis
N -0.192 1.550 -0.342
C -2.196 3.801 -0.060
O -1.575 4.749 -0.257
Cs 1.106 3.727 -0.873
V -0.078 -0.031 -0.060
N 0.566 -0.137 1.754
N 1.093 -0.694 -1.441
C 0.332 0.796 2.869
C 0.795 -0.799 -2.883
C 0.940 2.149 2.529
C 0.888 0.292 4.202
C -1.169 0.986 3.052
C 2.068 -0.905 -3.735
C -0.052 -2.053 -3.132
C 0.013 0.435 -3.341
H 1.998 2.053 2.250
H 0.876 2.807 3.405
H 0.397 2.636 1.710
H 0.413 -0.645 4.515
H 0.681 1.026 4.990
H 1.975 0.147 4.177
H -1.657 1.458 2.196
H -1.355 1.605 3.937
H -1.664 0.020 3.197
H 2.823 -0.165 -3.456
H 1.850 -0.739 -4.798
H 2.535 -1.892 -3.671
H 0.481 -2.945 -2.774
H -0.257 -2.158 -4.208
H -1.009 -1.986 -2.599
H -0.844 0.680 -2.702
H -0.366 0.244 -4.358
H 0.669 1.323 -3.398
C 2.222 -1.467 -0.973
H 2.633 -1.017 -0.063
H 1.933 -2.493 -0.691
H 3.013 -1.540 -1.727
C 1.284 -1.353 2.053
H 0.937 -1.839 2.974
H 1.149 -2.056 1.224
H 2.372 -1.173 2.158
Cl -4.237 -1.025 -2.132
C -4.232 -0.866 -0.359
Cl -4.260 -2.374 0.581
C -2.933 -0.118 0.030
O -3.053 0.948 0.629
O -1.817 -0.704 -0.328
H -5.095 -0.258 -0.069
```

# 5
Entry from the OMol25 dataset: a molecular structure, C13H25Cl3NO4P2Tc at a distorted geometry (the ωB97M-V functional and the def2-TZVPD basis).

The calculation puts the total energy at -81902.0403 eV. Its LUMO energy (spin up / spin down) is -3.1 / -5.7 eV. The relative energy (zero: lowest compared OMol25 entry of this formula, charge and spin) is 0.056 eV. As for the charge: +1. The spin multiplicity is 4.

The geometry in XYZ format:
```
49
C13H25Cl3NO4P2Tc, DFT the ωB97M-V functional and the def2-TZVPD basis
C -0.814 0.788 -3.703
C -0.925 0.462 -2.335
N 0.120 0.849 -1.500
C 0.888 1.883 -1.854
C 0.771 2.464 -3.102
C -0.024 1.859 -4.064
C -2.062 -0.133 -1.756
P -2.081 -0.559 -0.024
Tc 0.133 0.173 0.531
P 2.039 1.307 0.608
C 1.756 2.462 -0.771
O -0.452 -3.911 -3.090
O 1.160 -3.890 0.258
H -1.437 0.296 -4.443
H 1.397 3.328 -3.285
H -0.029 2.287 -5.058
C -3.552 0.510 0.293
C -2.658 -2.245 0.469
H 2.722 2.779 -1.152
H 1.303 3.359 -0.344
H -1.314 -3.635 -3.424
H -2.809 -0.559 -2.443
C 2.286 2.275 2.100
C 3.614 0.512 0.204
H 1.044 -1.234 0.370
H 0.200 -3.790 0.565
H 1.190 -3.616 -0.644
H 0.224 -3.415 -3.611
H -0.988 1.366 0.809
H 1.534 -0.954 0.942
H -4.330 0.086 -0.362
H -3.856 0.530 1.348
H -3.260 1.511 -0.061
H -3.522 -2.494 -0.173
H -1.833 -2.975 0.344
H -2.953 -2.196 1.536
H 4.403 1.272 0.168
H 3.849 -0.232 0.975
H 3.551 0.009 -0.769
H 3.174 2.903 1.964
H 1.397 2.898 2.266
H 2.405 1.604 2.962
Cl -0.840 -1.510 5.972
C -0.385 -0.353 4.729
Cl -1.628 0.934 4.532
Cl 1.206 0.390 5.122
C -0.247 -1.047 3.320
O -0.438 -2.239 3.128
O 0.070 -0.112 2.452
```

# 6
Entry from the OMol25 dataset: a molecular structure, C13H25ClGdNO4P2 at a distorted geometry (the ωB97M-V functional and the def2-TZVPD basis).

The calculation puts the total energy at -75477.9811 eV. Its LUMO energy (spin up / spin down) is -10.1 / -9.3 eV. The relative energy (zero: lowest compared OMol25 entry of this formula, charge and spin) is 4.699 eV. As for the charge: +2. The spin multiplicity is 8.

The geometry in XYZ format:
```
47
C13H25ClGdNO4P2, DFT the ωB97M-V functional and the def2-TZVPD basis
C -6.215 2.338 0.970
C -5.027 1.547 0.506
H -6.438 2.082 2.008
H -7.070 2.117 0.325
H -5.998 3.406 0.874
O -4.383 0.755 1.114
Cl -4.610 1.939 -1.235
Gd -0.065 0.032 0.173
P -1.070 -1.837 -0.758
C -0.779 -3.454 0.053
C -2.896 -1.725 -0.843
H -3.322 -2.590 -1.365
H -1.151 -2.981 -2.924
H -3.154 -0.804 -1.370
H -0.786 -1.230 -3.069
H -1.130 -3.409 1.088
H -3.301 -1.673 0.171
C -0.589 -2.142 -2.499
H -1.303 -4.259 -0.474
H 0.482 -2.357 -2.545
H 0.293 -3.666 0.065
P 0.809 2.054 0.893
C 1.876 2.040 2.383
C 1.842 2.899 -0.362
H -1.118 3.417 0.424
H -0.010 4.268 1.549
H -1.068 2.950 2.136
C -0.467 3.306 1.295
H 1.251 2.996 -1.277
H 2.159 3.888 -0.013
H 2.229 3.049 2.623
H 2.735 1.387 2.207
H 2.721 2.286 -0.577
H 1.311 1.641 3.229
C 0.723 -0.917 1.512
O 1.230 -1.527 2.373
O 1.914 -2.960 -1.155
C 2.657 -2.031 -0.992
C 4.105 -2.264 -1.229
C 4.712 -1.009 -0.704
C 3.517 -0.256 -0.242
O 3.706 0.737 0.405
N 2.285 -0.809 -0.493
H 4.446 -3.135 -0.626
H 4.312 -2.428 -2.309
H 5.370 -1.236 0.165
H 5.266 -0.436 -1.478
```

# 7
Entry from the OMol25 dataset: a molecular structure, C13H25F2NaO at a distorted geometry (the ωB97M-V functional and the def2-TZVPD basis).

The calculation puts the total energy at -25780.3719 eV. Its LUMO energy is -1.8 eV.

The geometry in XYZ format:
```
42
C13H25F2NaO, DFT the ωB97M-V functional and the def2-TZVPD basis
C -0.960 0.325 1.796
C -1.071 1.841 1.498
C -2.435 2.172 0.859
C 0.145 2.404 0.742
C 0.324 2.117 -0.759
C -0.442 3.069 -1.688
C 0.091 0.655 -1.142
O 0.987 -0.123 -0.388
C 1.478 -1.315 -1.015
C 2.484 -1.883 -0.067
C 3.791 -1.105 0.070
F 4.371 -0.821 -1.160
C 0.366 -2.253 -1.392
C -0.498 -2.778 -0.235
C -1.994 -2.807 -0.494
F -0.096 -4.103 0.071
H -1.676 -0.266 1.223
H -1.143 0.126 2.846
H 0.045 -0.047 1.586
H -1.060 2.374 2.464
H -2.376 3.054 0.215
H -2.828 1.331 0.276
H -3.183 2.388 1.633
H 1.053 2.024 1.234
H 0.152 3.492 0.903
H 1.396 2.269 -0.957
H -1.505 2.814 -1.768
H -0.025 3.008 -2.702
H -0.342 4.109 -1.359
H -0.959 0.347 -0.974
H 0.294 0.530 -2.217
H 2.704 -2.921 -0.354
H 2.062 -1.917 0.979
H 3.626 -0.153 0.588
H 4.528 -1.677 0.646
H 0.826 -3.136 -1.855
H -0.294 -1.816 -2.159
H -0.270 -2.209 0.673
H -2.488 -3.495 0.197
H -2.196 -3.139 -1.522
H -2.429 -1.808 -0.375
Na -0.591 0.079 4.386
```

# 8
Entry from the OMol25 dataset: a molecular structure, C13H25F3LuNO4P2 at a distorted geometry (the ωB97M-V functional and the def2-TZVPD basis).

The calculation puts the total energy at -83917.4228 eV. Its LUMO energy is 0.0 eV.

The geometry in XYZ format:
```
49
C13H25F3LuNO4P2, DFT the ωB97M-V functional and the def2-TZVPD basis
C -0.809 0.727 -4.113
C -0.810 0.225 -2.792
N 0.164 0.624 -1.879
C 0.859 1.731 -2.154
C 0.795 2.367 -3.389
C -0.013 1.823 -4.409
C -1.820 -0.705 -2.432
P -2.339 -0.954 -0.696
Lu 0.087 -0.348 0.430
P 2.260 1.310 0.276
C 1.701 2.383 -1.096
O -0.570 -3.207 -3.136
O -0.312 -3.680 -0.639
H -1.485 0.279 -4.846
H 1.404 3.245 -3.562
H -0.053 2.286 -5.389
C -3.766 0.174 -0.709
C -3.106 -2.616 -0.545
H 2.604 2.798 -1.538
H 1.180 3.219 -0.628
H -1.041 -2.338 -2.897
H -2.525 -1.057 -3.223
C 2.630 2.509 1.596
C 3.918 0.808 -0.282
H 0.924 -2.192 -0.034
H 0.451 -4.331 -0.634
H -0.085 -3.332 -1.535
H 0.073 -2.894 -3.761
H -0.847 1.344 0.720
H 1.491 -1.867 0.358
H -4.556 -0.251 -1.342
H -4.086 0.269 0.335
H -3.440 1.143 -1.107
H -3.871 -2.765 -1.325
H -2.339 -3.411 -0.590
H -3.575 -2.631 0.455
H 4.581 1.685 -0.293
H 4.314 0.046 0.405
H 3.846 0.375 -1.289
H 3.576 3.022 1.367
H 1.808 3.235 1.666
H 2.715 1.972 2.553
F -0.123 -0.336 5.870
C 0.003 0.000 4.572
F -1.014 0.855 4.247
F 1.177 0.699 4.420
C 0.006 -1.227 3.620
O -0.012 -2.349 4.062
O 0.045 -0.848 2.358
```